The following is a quantum chemistry calculation of a structure of composition C47H46AsCl2CsN6OS2Se at a distorted geometry, from the OMol25 dataset.

Positions of all 107 atoms, in Å:
1 Cs -0.445 0.639 0.228
2 Se 1.121 -3.025 -1.302
3 As 1.097 0.220 3.322
4 Cl 2.646 0.810 -0.150
5 Cl 2.256 5.472 -2.954
6 S -0.608 0.802 -7.449
7 S 0.763 3.095 -1.388
8 O -1.640 1.659 2.312
9 N -3.477 2.451 3.426
10 N -1.662 -3.443 -1.718
11 N -1.788 3.876 2.626
12 N -0.583 -3.223 -3.596
13 N 1.227 -3.302 -8.331
14 N -1.120 -0.041 -2.979
15 C -4.029 1.107 3.349
16 C 2.755 -0.795 3.451
17 C 3.166 4.165 -2.242
18 C -2.005 -0.018 -5.205
19 C -1.886 -2.065 5.261
20 C 4.541 4.202 -2.395
21 C -2.072 -3.136 4.399
22 C -0.821 0.524 -5.693
23 C 2.046 0.722 6.063
24 C -2.614 5.065 2.696
25 C -4.621 -3.876 -3.917
26 C -0.669 -1.838 -8.283
27 C -0.433 -3.231 -2.253
28 C -1.331 -3.215 3.228
29 C 4.718 2.151 -1.179
30 C 3.346 2.152 -1.048
31 C 2.835 -2.142 3.778
32 C 4.071 -2.773 3.850
33 C 2.481 3.145 -1.557
34 C -0.407 -2.226 2.917
35 C -0.453 4.084 2.071
36 C 1.973 -2.285 -7.913
37 C -3.924 -3.751 -5.118
38 C -0.954 -1.079 4.962
39 C -2.609 -3.583 -2.712
40 C 0.549 3.031 6.398
41 C 0.195 0.805 -4.794
42 C -0.207 -1.163 3.794
43 C -2.103 -0.275 -3.845
44 C 1.473 -1.018 -7.653
45 C 1.246 1.176 5.018
46 C 3.926 -0.086 3.201
47 C 2.100 1.418 7.261
48 C 5.160 -0.712 3.285
49 C 5.327 3.195 -1.865
50 C 0.499 2.336 5.196
51 C -1.913 -3.453 -3.917
52 C 0.003 0.496 -3.454
53 C 0.115 -0.786 -7.826
54 C 0.461 -3.022 -4.577
55 C -3.978 -3.798 -2.691
56 C -3.646 3.053 4.743
57 C -0.067 -3.066 -8.518
58 C -2.268 2.612 2.774
59 C -2.553 -3.537 -5.142
60 C 1.351 2.574 7.431
61 C 5.234 -2.060 3.607
62 H -2.458 5.657 1.792
63 H -2.011 -3.430 -6.069
64 H -4.008 0.754 2.321
65 H -0.484 4.360 1.015
66 H 0.025 4.879 2.648
67 H 4.974 5.031 -2.937
68 H -3.472 0.398 3.970
69 H -2.981 3.901 4.875
70 H 4.119 -3.825 4.102
71 H 1.391 -2.839 -4.044
72 H -4.674 3.392 4.880
73 H -0.035 3.935 6.520
74 H -0.809 -0.252 5.646
75 H 0.208 -2.160 -5.194
76 H 2.133 -0.231 -7.312
77 H 1.939 -2.712 3.987
78 H 5.287 1.339 -0.748
79 H -2.831 -0.241 -5.867
80 H 0.156 -2.319 1.991
81 H 0.783 0.709 -2.734
82 H 2.729 1.057 8.065
83 H 6.402 3.219 -1.982
84 H -5.065 1.145 3.687
85 H -4.528 -3.900 -1.766
86 H -3.015 -0.706 -3.444
87 H 0.160 3.186 2.155
88 H -1.730 -1.704 -8.448
89 H 6.061 -0.146 3.088
90 H -0.131 2.711 4.399
91 H -1.786 -3.503 -0.721
92 H -0.663 -3.902 -8.870
93 H -4.464 -3.823 -6.053
94 H -3.413 2.321 5.525
95 H 3.885 0.964 2.929
96 H 2.633 -0.179 5.939
97 H 0.560 -3.908 -5.205
98 H -2.360 5.690 3.557
99 H -2.461 -2.000 6.176
100 H -5.689 -4.044 -3.942
101 H -3.664 4.792 2.750
102 H 6.196 -2.552 3.663
103 H 1.398 3.116 8.367
104 H 1.123 1.256 -5.115
105 H 3.030 -2.487 -7.774
106 H -1.460 -4.054 2.554
107 H -2.789 -3.910 4.643

The calculation puts the total energy at -233923.8578 eV. As for the spin multiplicity: 1. The energy above the lowest of the compared OMol25 structures with the same formula, charge and spin comes out at 0.7015 eV. The calculation puts the lowest unoccupied orbital energy at -0.09 eV.

Mulliken atomic charge list, values in e, 6 entries: number 1, Cs, carries 1.19; number 2, Se, carries -0.22; number 3, As, carries 0.38; number 4, Cl, carries -0.15; number 5, Cl, carries -0.23; number 6, S, carries -0.20

***

The following is a quantum chemistry calculation of a structure of composition C47H47N9O7PS3Ti at a distorted geometry, from the OMol25 dataset.

Positions of all 115 atoms, in Å:
1 Ti -0.056 -0.177 0.149
2 S 1.319 1.041 1.962
3 S 1.000 -4.536 5.535
4 S 1.098 0.082 4.837
5 P -2.082 1.040 -2.140
6 O -1.094 1.287 0.488
7 O 1.220 -1.192 -0.819
8 O 5.136 -4.051 4.175
9 O -1.173 -1.129 -0.961
10 O 0.562 -5.437 6.579
11 O 2.140 -3.705 5.809
12 O 5.397 -1.937 3.895
13 N 2.635 -3.879 2.781
14 N 4.746 -2.960 3.767
15 N -0.675 -2.141 -1.693
16 N 1.059 1.359 -1.313
17 N 1.989 -2.066 1.663
18 N -0.722 1.942 -2.763
19 N -0.852 -1.211 1.730
20 N 0.651 -2.073 -1.663
21 N -0.415 -0.764 2.968
22 C -1.910 3.869 6.782
23 C -2.134 1.411 1.282
24 C 3.540 -2.857 3.057
25 C -2.205 -0.197 -3.505
26 C -2.678 2.674 1.552
27 C -2.431 -2.232 -5.394
28 C 3.248 2.248 -1.731
29 C 1.413 -2.857 -2.491
30 C 2.621 -5.231 3.332
31 C -5.117 3.787 -2.481
32 C 3.104 -1.756 2.355
33 C 3.568 -3.451 -3.390
34 C 2.975 -4.417 -4.197
35 C 0.807 -3.829 -3.310
36 C 0.302 2.564 5.686
37 C 2.362 1.471 -1.020
38 C -5.158 4.089 -3.833
39 C 1.451 2.815 -3.183
40 C 0.540 0.073 3.143
41 C -3.834 2.803 2.299
42 C -1.861 3.601 5.421
43 C 2.804 -2.681 -2.535
44 C -1.102 -0.589 -4.256
45 C -3.973 0.418 2.527
46 C -4.495 1.675 2.774
47 C -3.413 -0.868 -3.679
48 C -4.289 3.452 -4.710
49 C -0.864 3.466 7.599
50 C -0.422 -3.539 5.056
51 C 1.596 -4.596 -4.145
52 C 1.725 -3.332 1.929
53 C 1.478 1.856 5.091
54 C -4.204 2.856 -2.001
55 C 0.233 2.814 7.054
56 C -0.764 2.953 4.877
57 C 1.362 -5.612 4.101
58 C -2.983 -2.152 0.959
59 C -1.214 -1.599 -5.200
60 C -3.316 2.228 -2.868
61 C -3.531 -1.870 -4.628
62 C -3.376 2.527 -4.229
63 C 0.596 2.023 -2.384
64 C -2.784 0.258 1.814
65 C 0.616 -4.098 1.298
66 C 2.776 2.931 -2.848
67 C -2.163 -1.022 1.495
68 C -0.967 -2.889 6.317
69 H 2.761 -5.943 2.513
70 H -2.761 4.387 7.204
71 H -1.292 -3.650 7.026
72 H 2.344 1.888 5.750
73 H 2.708 0.891 -0.175
74 H -3.383 -1.921 -0.031
75 H -2.165 3.542 1.155
76 H -2.717 2.018 -4.924
77 H -0.729 2.743 3.814
78 H 0.950 -5.095 1.002
79 H -3.822 -2.325 1.639
80 H -1.142 -4.226 4.611
81 H -4.330 3.671 -5.770
82 H 4.283 2.312 -1.430
83 H 3.576 -5.023 -4.862
84 H -0.346 -1.903 -5.771
85 H -4.232 3.789 2.509
86 H -4.172 2.614 -0.944
87 H -2.380 -3.055 0.890
88 H 4.639 -3.295 -3.434
89 H -4.476 -2.380 -4.763
90 H -0.101 -2.785 4.335
91 H -0.945 2.538 -3.545
92 H -5.415 1.774 3.337
93 H -0.143 -0.111 -4.091
94 H -1.801 -2.234 6.071
95 H -5.869 4.815 -4.207
96 H -2.679 3.897 4.776
97 H -5.803 4.275 -1.800
98 H 1.054 3.300 -4.065
99 H 3.476 -5.296 3.994
100 H 3.555 -0.781 2.322
101 H 0.286 -3.557 0.416
102 H 3.244 -1.933 -1.891
103 H 0.468 -5.590 3.481
104 H 1.129 -5.347 -4.771
105 H -4.254 -0.595 -3.049
106 H -0.263 -3.961 -3.266
107 H -4.467 -0.461 2.924
108 H 1.047 2.498 7.695
109 H -0.238 -4.188 1.971
110 H -0.186 -2.288 6.780
111 H 3.444 3.538 -3.446
112 H 1.737 2.234 4.102
113 H -0.901 3.661 8.663
114 H 1.476 -6.602 4.538
115 H -2.516 -3.023 -6.129

As for the total charge: -1. The calculation puts the total energy at -142152.8989 eV. As for the spin multiplicity: 3. The calculation puts the lowest unoccupied orbital energy (spin up / spin down) at 2.07 / 2.07 eV.

Mulliken atomic charge list, values in e, 6 entries: number 1, Ti, carries 1.05; number 2, S, carries -0.93; number 3, S, carries 1.26; number 4, S, carries 0.10; number 5, P, carries 1.12; number 6, O, carries -0.83